53
Properties=species:S:1:pos:R:3 method="wB97M-V/def2-TZVPD" lumo_ev=0.041 energy_ha=-1297.5208 total_charge=0 relative_energy_kj_mol=125.8 homo_energy_ev=-6.926 orbital_gap_ev=6.97
C -5.19556 -1.95542 0.46377
N -4.36759 -0.84243 0.05047
C -3.10489 -1.00735 -0.42125
N -2.26597 -0.04370 -0.58040
C -2.56989 1.27358 -0.29907
O -1.70909 2.12698 -0.28864
C -3.99808 1.53566 -0.04198
C -4.47190 2.84317 0.03761
C -5.80436 3.08698 0.28378
C -6.67624 2.01607 0.44100
C -6.22527 0.71395 0.36902
C -4.87289 0.45361 0.13516
H -6.93537 -0.09030 0.47221
H -7.72557 2.19939 0.61788
H -6.17344 4.09860 0.34909
H -3.76015 3.64298 -0.09884
C -2.59530 -2.37934 -0.76296
H -1.94016 -2.27379 -1.62936
C -1.79022 -2.99046 0.40068
H -1.93890 -4.07089 0.43295
H -2.12514 -2.58105 1.35804
C -0.26953 -2.77433 0.32274
O 0.48452 -3.68383 0.60966
N 0.08698 -1.53102 -0.04755
C 1.37438 -0.99916 -0.19871
C 2.53914 -1.74315 -0.06710
C 3.77431 -1.14392 -0.22856
C 3.89357 0.21374 -0.53368
C 2.70777 0.94530 -0.67973
C 1.47552 0.35626 -0.51029
H 0.57876 0.94840 -0.62239
H 2.74750 1.98911 -0.95014
N 5.11634 0.83804 -0.77421
C 6.34234 0.06868 -0.82152
H 6.15874 -0.90852 -1.26550
C 6.97475 -0.06309 0.57027
H 7.94500 -0.56003 0.51648
O 7.21739 1.21233 1.12689
C 6.02702 1.96616 1.20043
C 5.38154 2.13603 -0.18297
H 4.46381 2.71124 -0.08401
H 6.07302 2.67564 -0.83956
H 6.30700 2.93301 1.62214
H 5.30937 1.46864 1.87271
H 6.30738 -0.63476 1.23318
H 7.04013 0.61544 -1.46704
H 4.65029 -1.76093 -0.10297
H 2.47873 -2.79128 0.17436
H -0.65638 -0.85831 -0.25624
H -3.41464 -3.03853 -1.04719
H -5.75770 -1.67148 1.35325
H -5.89597 -2.24453 -0.32399
H -4.57397 -2.80789 0.72202